[1]
103
Properties=species:S:1:pos:R:3 method="wB97M-V/def2-TZVPD" lumo_energy_ev=-1.21 charge=0 gap_ha=0.192 energy_ha=-6921.17279 homo_ev=-6.439
Tl -0.84243 -0.48593 -0.81984
C -1.96371 3.03366 -0.56329
C -3.84177 2.42942 0.86011
N -2.92268 1.76966 1.72008
C -2.55621 2.49947 2.93527
C -1.05169 2.51415 3.22232
C -3.19406 0.35206 1.95725
C -2.01015 -0.40610 2.54153
N -0.79081 -0.30896 1.74658
C 0.36567 -0.62984 2.33796
C 1.58587 -0.31366 1.68159
F 1.51330 0.28570 0.45989
C 2.83215 -0.60280 2.17442
F 3.90773 -0.30040 1.41815
C 3.01238 -1.19009 3.41367
C 1.85188 -1.50336 4.09544
F 1.94856 -2.09455 5.30332
C 0.59071 -1.25703 3.59500
F -0.45206 -1.71156 4.33908
H -1.59334 3.04677 -1.58282
H -2.00672 4.04812 -0.16469
H -1.33007 2.42219 0.06797
H -3.94290 3.47874 1.13921
H -4.83639 1.97394 0.81883
H -2.89466 3.53160 2.82582
H -3.09539 2.08016 3.79500
H -0.48417 2.49754 2.29224
H -0.79188 3.41469 3.78222
H -0.73355 1.65432 3.81019
H -4.04867 0.24679 2.64446
H -3.46508 -0.12143 1.01762
H -1.86608 -0.03845 3.56322
H -2.33572 -1.45144 2.62487
H 3.98713 -1.40967 3.82038
O 0.05523 -8.57969 -1.14124
C -0.00939 -7.41146 -0.86521
S -1.51224 -6.47003 -0.88872
C -0.84866 -4.89421 -0.45789
C 0.52410 -4.88868 -0.21503
S 1.39583 -3.51878 0.20593
S 1.38036 -6.43150 -0.39684
S -1.88486 -3.58945 -0.45473
C -4.41998 0.43362 -3.36694
N -3.82058 1.46587 -2.56665
C -3.34902 1.08994 -1.22161
N -3.32875 2.45021 -0.56734
C -4.18252 3.25544 -1.47032
N -4.41776 2.67037 -2.56653
C -3.87688 0.30679 -4.77372
C -4.76881 -0.00235 -5.78957
C -4.32555 -0.28237 -7.06887
C -2.97878 -0.25357 -7.35239
C -2.06303 0.08425 -6.35433
C -2.50595 0.37189 -5.05958
C -0.65184 0.05876 -6.76024
N -0.20811 -0.60302 -7.77141
N 1.14378 -0.41035 -7.82505
C 1.45570 0.37580 -6.85776
O 0.35867 0.72404 -6.10698
C 2.82081 0.84240 -6.59344
C 3.83420 0.15122 -7.25766
C 5.15021 0.50598 -7.06722
C 5.47049 1.54322 -6.21263
C 4.48035 2.26754 -5.56336
C 4.93246 3.45416 -4.75235
N 4.36569 3.60640 -3.42638
C 3.53563 2.85090 -2.69038
N 3.28451 3.44459 -1.54429
C 4.00708 4.58689 -1.63133
N 4.67685 4.72986 -2.75192
C 3.13690 1.91795 -5.76027
H -5.50501 0.56271 -3.40483
H -4.21348 -0.50445 -2.84414
H -4.17942 0.54286 -0.74527
H -4.42943 4.27765 -1.23373
H -5.82953 -0.04978 -5.57101
H -5.03489 -0.54108 -7.84399
H -2.60826 -0.47941 -8.34301
H -1.80140 0.59629 -4.26663
H 3.56211 -0.65298 -7.92776
H 5.93514 -0.02526 -7.58920
H 6.50927 1.81378 -6.06591
H 4.70542 4.37047 -5.30040
H 6.01368 3.41637 -4.62983
H 3.16493 1.88365 -2.98861
H 4.04802 5.32649 -0.84826
H 2.33931 2.49988 -5.31420
C 4.47493 -4.12875 -2.22879
N 3.26028 -4.62092 -2.85926
C 3.14016 -5.81077 -3.52850
C 1.84346 -5.93688 -3.88844
N 1.18432 -4.82762 -3.42113
C -0.24369 -4.57094 -3.56486
C 2.05654 -4.02080 -2.79557
Se 1.62887 -2.42096 -1.92156
H 5.32367 -4.34002 -2.87429
H 4.61314 -4.61396 -1.26347
H 4.37960 -3.05912 -2.07193
H 3.97155 -6.47613 -3.67796
H 1.34100 -6.72338 -4.42216
H -0.75074 -5.51745 -3.73316
H -0.42454 -3.91130 -4.40260
H -0.62216 -4.11455 -2.65192


[2]
92
Properties=species:S:1:pos:R:3 method="wB97M-V/def2-TZVPD" multiplicity=2 lumo_energy_ev="-8.83 / -8.91" charge=+2 gap_ha="0.145 / 0.142" s2=0.779 energy_ha=-4034.79065 homo_ev="-12.764 / -12.763"
Ir 1.70070 -1.36369 -1.22613
C 4.35410 -2.71019 -2.77473
C 3.48870 -1.71649 -3.23393
C 2.11270 -2.00409 -3.41173
C 1.64840 -3.30709 -3.11773
C 2.52530 -4.27019 -2.62493
C 3.86890 -3.97279 -2.46073
H 5.41160 -2.51119 -2.68663
H 3.89430 -0.77849 -3.59253
H 1.51230 -1.35459 -4.04593
H 0.62980 -3.58249 -3.34953
H 2.15750 -5.25699 -2.39163
H 4.55190 -4.73099 -2.11213
O -0.59810 -3.62589 1.33307
S 0.57770 -2.91669 0.93107
O 1.17040 -3.39659 -0.32573
O 0.28020 -1.46509 0.66887
C 1.71560 -2.93049 2.30317
C 1.33800 -3.70549 3.38927
C 2.13560 -3.75479 4.52217
C 3.30370 -3.00959 4.57037
C 3.66800 -2.22149 3.48797
C 2.87180 -2.17649 2.35157
S 3.52370 -1.23989 0.96417
O 3.59100 -2.14579 -0.18363
O 4.76590 -0.68089 1.38307
O 2.54040 -0.14709 0.58767
H 0.41930 -4.26409 3.31297
H 1.85050 -4.37759 5.35707
H 3.93750 -3.05419 5.44327
H 4.57420 -1.63699 3.50037
C -5.37350 3.58461 -1.41903
S -4.98590 2.66331 0.07767
C -3.42000 3.45081 0.58577
C -2.19880 2.83651 -0.09343
C -2.08060 1.33891 0.23637
N -0.76680 0.76841 -0.03563
P 0.41780 0.73031 1.19587
C 0.77150 2.49591 1.48417
C 1.65600 3.14851 0.63367
C 1.93910 4.48921 0.82897
C 1.34290 5.17871 1.87407
C 0.46140 4.52761 2.72267
C 0.18010 3.18471 2.54007
C -0.09750 0.06951 2.78627
C -1.19120 -0.76429 3.00567
C -1.31020 -1.41829 4.21947
C -0.34420 -1.26259 5.20257
C 0.74630 -0.43309 4.98477
C 0.87350 0.22591 3.77857
P -0.31430 0.09391 -1.55313
C -0.68620 1.49391 -2.67183
C -1.97320 1.72141 -3.15993
C -2.23670 2.82821 -3.94943
C -1.22130 3.72381 -4.25353
C 0.06110 3.50401 -3.77403
C 0.32840 2.39101 -2.99173
C -1.55600 -1.14839 -2.02753
C -1.80460 -1.32929 -3.39093
C -2.64430 -2.34249 -3.81373
C -3.19550 -3.22159 -2.89133
C -2.92610 -3.06589 -1.53993
C -2.11150 -2.03289 -1.10773
H -6.19840 3.07851 -1.90943
H -4.50930 3.61691 -2.07383
H -5.67820 4.59281 -1.15303
H -3.36370 3.32211 1.66697
H -3.49420 4.51081 0.34727
H -1.30650 3.35851 0.25867
H -2.25980 2.97801 -1.17263
H -2.82950 0.77271 -0.33193
H -2.28320 1.19971 1.30327
H 2.13460 2.58231 -0.15153
H 2.62930 4.99561 0.17267
H 1.56750 6.22151 2.03217
H -0.00760 5.06641 3.53147
H -0.49960 2.68101 3.21167
H -1.93080 -0.92669 2.23487
H -2.15760 -2.06249 4.39497
H -0.43410 -1.79609 6.13547
H 1.50330 -0.31729 5.74307
H 1.73200 0.85211 3.57777
H -2.77320 1.03461 -2.92753
H -3.23360 2.99191 -4.33603
H -1.43030 4.58471 -4.87033
H 0.85140 4.19941 -4.01813
H 1.33120 2.20711 -2.63333
H -1.35130 -0.66359 -4.11113
H -2.85130 -2.46159 -4.86663
H -3.81890 -4.03589 -3.22873
H -3.32310 -3.76219 -0.81723
H -1.87660 -1.94289 -0.06103


[3]
85
Properties=species:S:1:pos:R:3 method="wB97M-V/def2-TZVPD" lumo_energy_ev=-2.27 charge=+1 gap_ha=0.288 energy_ha=-1916.82031 e_above_lowest_ev=1.823 homo_ev=-10.102
N -1.90479 -1.32367 -2.80919
N -2.48125 -0.68854 -2.04100
N -3.07611 0.16009 -1.34516
C -3.16073 -0.09781 0.10081
C -4.64424 -0.09250 0.48465
C -5.04683 -0.66558 1.69563
C -6.39838 -0.66849 2.05472
C -7.34954 -0.08282 1.21409
C -6.93411 0.55323 0.03907
C -5.58005 0.54741 -0.32320
C -2.53556 -1.44722 0.40292
C -2.95443 -2.54162 -0.36222
C -2.20438 -3.72227 -0.34794
C -1.12996 -3.84123 0.54490
C -0.88218 -2.83243 1.47807
C -1.65859 -1.65945 1.46354
C -2.55151 1.13297 0.80752
C -2.96133 2.49589 0.25687
C -1.92461 3.49214 0.79317
C -0.90160 2.64662 1.55008
N -1.03070 1.24825 0.94716
H -4.30757 -1.12172 2.35925
H -6.70444 -1.14867 2.98596
H -8.40848 -0.11269 1.47916
H -7.65350 1.04632 -0.61629
H -5.25153 1.02330 -1.25116
H -3.88461 -2.50562 -0.94521
H -2.46659 -4.53489 -1.03469
H -0.50233 -4.73548 0.53108
H -0.10383 -2.94769 2.23692
H -1.60871 -0.95426 2.30139
H -2.85907 1.07963 1.86924
H -2.96794 2.45735 -0.84258
H -3.97926 2.71703 0.59856
H -1.46681 4.06449 -0.02377
H -2.39732 4.23705 1.44357
H 0.12490 3.00613 1.54311
H -1.21689 2.53610 2.59471
H -0.75163 0.57475 1.67533
C 7.60328 -0.03849 4.02436
O 6.80244 1.05406 3.52268
C 5.75303 0.76743 2.70520
C 4.91983 1.85050 2.33835
C 3.80980 1.62524 1.54704
C 3.53272 0.34787 1.01552
C 2.34336 0.12340 0.14772
C 1.22158 0.84782 0.45857
C -0.12803 1.00139 -0.20310
C -0.13617 2.12964 -1.24106
C -0.92299 2.08944 -2.40475
C -1.01229 3.20494 -3.24293
C -0.27115 4.35103 -2.96594
C 0.64483 4.32009 -1.90998
C 0.73010 3.20446 -1.06996
C 2.44681 -0.87740 -0.93000
C 3.68018 -1.05654 -1.59929
C 3.86618 -2.05151 -2.53005
C 2.80348 -2.93628 -2.81754
O 3.10674 -3.99332 -3.62014
C 2.10701 -5.00691 -3.85964
C 1.53551 -2.71516 -2.23372
C 1.37363 -1.70788 -1.29176
C 4.36682 -0.72309 1.39665
C 5.46277 -0.53511 2.22751
H 8.35333 0.44814 4.64710
H 6.99379 -0.72500 4.62829
H 8.09025 -0.58408 3.20451
H 5.16665 2.84580 2.70315
H 3.15153 2.46599 1.32380
H 1.32147 1.41845 1.39041
H -0.48866 0.06923 -0.66117
H -1.47132 1.19829 -2.67323
H -1.69658 3.17070 -4.08940
H -0.38818 5.24908 -3.57626
H 1.27307 5.18155 -1.69808
H 1.44753 3.19950 -0.24606
H 4.52352 -0.40185 -1.37509
H 4.81877 -2.21912 -3.02661
H 2.62231 -5.76066 -4.45652
H 1.74784 -5.44867 -2.91907
H 1.26633 -4.58910 -4.42938
H 0.69557 -3.35631 -2.50461
H 0.41104 -1.61483 -0.78600
H 4.14160 -1.73736 1.06234
H 6.09714 -1.37948 2.50901